# 1
{
  "formula": "C4H11NOS",
  "method": "ωB97M-V with the def2-TZVPD basis set",
  "largest_force_ev_per_a": 1.1,
  "homo_energy_ev": [-8.13, -7.84],
  "lumo_ev": [0.230, -0.784],
  "relative_energy_kj_mol": 593.7,
  "gap_ev": [8.4, 7.1],
  "multiplicity": 1,
  "species": ["C", "C", "C", "C", "N", "O", "S", "H", "H", "H", "H", "H", "H", "H", "H", "H", "H", "H"],
  "xyz": [[-1.157310, -1.206680, 1.583994], [0.497546, 1.521966, 0.913325], [2.166900, 0.039198, -0.066135], [-1.829189, -0.224858, -2.060186], [0.904845, 0.179988, 0.602983], [0.308158, -2.093799, -0.373261], [-0.327485, -0.898822, 0.133867], [-1.880349, -2.003226, 1.449528], [-1.591097, -0.322873, 2.027417], [1.166464, 1.934396, 1.669857], [0.517102, 2.179071, 0.033218], [-0.511174, 1.504602, 1.317530], [2.275477, 0.728470, -0.911325], [2.973840, 0.222076, 0.646762], [2.243600, -0.986968, -0.422712], [-2.765573, -0.189811, -1.550766], [-1.393887, 0.708624, -2.355156], [-1.597869, -1.091353, -2.638938]],
  "forces_ev_per_a": [[-0.03, 0.29, -0.59], [-0.18, 0.23, -0.08], [0.28, -0.27, -0.29], [0.49, 0.14, 0.34], [-0.57, -0.41, 0.01], [0.32, -0.60, -0.60], [-0.43, 0.36, 0.91], [0.03, -0.17, -0.08], [0.08, 0.22, 0.26], [-0.03, 0.03, 0.03], [-0.03, 0.00, 0.04], [-0.05, 0.18, 0.07], [0.00, 0.02, -0.04], [-0.01, 0.03, -0.02], [0.18, 0.09, -0.03], [-0.39, -0.02, 0.31], [0.16, 0.28, -0.09], [0.17, -0.41, -0.16]]
}



# 2
{
  "formula": "C8H28IN2O5",
  "method": "ωB97M-V with the def2-TZVPD basis set",
  "total_charge": -1,
  "largest_force_ev_per_a": 2.7,
  "homo_energy_ev": -4.70,
  "lumo_ev": 2.813,
  "relative_energy_kj_mol": 23.8,
  "gap_ev": 7.5,
  "multiplicity": 1,
  "species": ["I", "O", "H", "H", "O", "H", "H", "O", "H", "H", "C", "C", "C", "O", "C", "N", "H", "H", "H", "H", "H", "H", "H", "H", "H", "H", "H", "C", "C", "C", "O", "C", "N", "H", "H", "H", "H", "H", "H", "H", "H", "H", "H", "H"],
  "xyz": [[-3.038875, 1.252202, -1.212751], [-3.923715, 1.440471, -4.821496], [-3.958260, 1.210814, -3.836756], [-3.794980, 0.614809, -5.299344], [-0.564437, 3.717362, -0.333063], [-1.141411, 4.240018, -0.883919], [-1.179126, 2.913055, -0.349684], [-2.314291, -2.397559, 0.020670], [-3.000937, -1.738794, -0.188866], [-1.566895, -1.767775, 0.134046], [-1.328419, -1.522931, -3.459240], [-0.184680, -0.695908, -2.768177], [1.147280, -1.439200, -2.670465], [1.804635, -0.739679, -1.658606], [3.116155, -1.050569, -1.493025], [0.059392, 0.615609, -3.330475], [-1.671932, -2.303117, -2.748401], [-1.036751, -1.834475, -4.423218], [-2.087643, -0.812339, -3.687325], [-0.408029, -0.614492, -1.724051], [1.670283, -1.470500, -3.613776], [0.936064, -2.488362, -2.387749], [3.821140, -0.555236, -2.168523], [3.420447, -2.107299, -1.504580], [3.432011, -0.708909, -0.512482], [0.584281, 1.205137, -2.715112], [-0.744621, 1.108324, -3.630497], [1.551976, 0.266904, 1.920525], [0.774705, -0.605095, 2.945750], [0.282511, 0.222762, 4.178904], [1.334570, 0.576957, 5.037162], [1.019467, 1.871405, 5.662274], [-0.291986, -1.265859, 2.225072], [2.424070, 0.640147, 2.447757], [0.940670, 1.130051, 1.624162], [1.871218, -0.330679, 1.049927], [1.522404, -1.367735, 3.326833], [-0.558120, -0.309537, 4.795244], [-0.179860, 1.136005, 3.871839], [0.110109, 1.707406, 6.370333], [0.946970, 2.591562, 4.876129], [1.885710, 2.168860, 6.231145], [-0.750408, -1.914702, 2.841345], [-0.930700, -0.589127, 1.862483]],
  "forces_ev_per_a": [[-0.14, -0.10, 0.14], [-0.18, -0.26, 1.40], [0.27, 0.33, -1.62], [0.00, -0.03, 0.29], [-1.22, -1.61, 0.09], [-0.01, 0.86, -0.41], [1.25, 0.70, 0.30], [0.33, 1.24, 0.05], [-0.05, -0.34, -0.11], [-0.26, -0.88, -0.03], [1.23, 1.24, 1.73], [-0.08, -0.90, -0.55], [-1.71, -0.50, -0.17], [-0.09, 0.00, 0.05], [2.33, -0.16, 0.79], [0.78, -0.67, -0.97], [0.11, 0.37, -0.79], [0.68, -1.09, -1.05], [-1.10, 0.45, 0.35], [-0.83, 0.14, 0.79], [0.50, 0.34, -0.44], [0.24, 0.18, 0.23], [-0.27, 0.19, -0.54], [-0.69, -0.23, -0.20], [-0.09, 0.18, 0.34], [0.12, 0.12, 0.40], [-1.03, 0.30, 0.01], [-0.25, -0.20, 0.93], [1.10, 0.12, 0.12], [-0.92, -1.44, 0.49], [0.16, 1.36, 0.76], [-0.28, -2.54, 0.83], [0.76, -0.53, 0.48], [0.29, 0.26, -0.13], [0.12, -0.25, -0.22], [-0.36, 0.32, 0.40], [-0.98, 0.58, -0.29], [1.34, 0.35, -1.08], [-0.56, 0.63, -0.84], [1.33, 0.77, -1.39], [-0.85, 0.63, -0.39], [0.24, -0.17, 0.48], [-0.57, -0.13, -0.09], [-0.66, 0.37, -0.14]]
}



# 3
{
  "formula": "C26H56N2OSTi",
  "method": "ωB97M-V with the def2-TZVPD basis set",
  "total_charge": 2,
  "largest_force_ev_per_a": 3.1,
  "homo_energy_ev": -12.25,
  "lumo_ev": -10.412,
  "gap_ev": 1.8,
  "multiplicity": 1,
  "species": ["C", "C", "C", "C", "C", "C", "C", "C", "C", "C", "C", "C", "C", "C", "C", "C", "C", "C", "C", "C", "C", "N", "C", "S", "O", "C", "N", "C", "C", "C", "H", "H", "H", "H", "H", "H", "H", "H", "H", "H", "H", "H", "H", "H", "H", "H", "H", "H", "H", "H", "H", "H", "H", "H", "H", "H", "H", "H", "H", "H", "H", "H", "H", "H", "H", "H", "H", "H", "H", "H", "H", "H", "H", "H", "H", "H", "H", "H", "H", "H", "H", "H", "H", "H", "H", "H", "Ti"],
  "xyz": [[1.147087, -5.344178, 1.497737], [2.625223, -4.661680, 1.694155], [2.764522, -3.663609, 2.987512], [1.408037, -2.827182, 3.371466], [0.731598, -1.988925, 2.136289], [1.792594, -1.340221, 1.068705], [3.023845, -0.489618, 1.737771], [4.413365, -0.992795, 1.021700], [5.153313, 0.134473, 0.083543], [4.087968, 1.038759, -0.818361], [4.774003, 1.588290, -2.235713], [3.705791, 2.601424, -2.966507], [3.348573, 3.947398, -2.040164], [1.834504, 3.766047, -1.354324], [1.513179, 4.905159, -0.203301], [0.000964, 5.528080, -0.520762], [-1.126774, 4.334923, -0.553478], [-1.099119, 3.402750, 0.824213], [-2.591961, 2.664315, 0.945491], [-2.331549, 1.065843, 1.211003], [-3.534929, 0.293132, 2.014513], [-4.193766, 1.150710, 3.103468], [-4.726862, -0.312772, 1.062841], [-6.353132, 0.559037, 1.481527], [-4.417786, -0.335749, -0.377617], [-5.437283, -1.157618, -1.083004], [-4.821732, -2.203163, -1.999041], [-4.396669, -1.510644, -3.286883], [-2.916114, -2.155132, -3.677655], [-3.111261, -3.744833, -4.033169], [1.292668, -6.260020, 0.746056], [0.343068, -4.652522, 1.003152], [0.811255, -5.829486, 2.518867], [3.045098, -4.126319, 0.716903], [3.382946, -5.563109, 1.889341], [3.687623, -2.924825, 2.926776], [2.995802, -4.366291, 3.924292], [0.557056, -3.554200, 3.784605], [1.649572, -2.085584, 4.271633], [0.155512, -1.070398, 2.635177], [-0.105577, -2.586039, 1.544645], [1.168005, -0.563006, 0.412161], [2.114324, -2.191257, 0.332831], [3.158503, -0.691136, 2.906652], [2.790355, 0.651107, 1.620846], [4.282207, -1.957044, 0.338421], [5.167665, -1.331429, 1.880546], [5.865059, 0.821260, 0.727596], [5.855726, -0.425844, -0.702418], [3.109254, 0.388564, -1.028242], [3.795139, 1.959700, -0.118969], [4.948158, 0.664370, -2.957246], [5.743413, 2.205461, -2.012280], [2.683572, 2.050717, -3.243910], [4.195290, 2.919171, -3.996051], [3.372042, 4.894473, -2.738003], [4.140725, 4.082795, -1.158782], [1.077969, 3.996918, -2.248225], [1.658176, 2.675045, -0.937140], [1.572394, 4.475004, 0.883917], [2.278760, 5.813817, -0.284227], [0.085208, 6.082793, -1.574170], [-0.286362, 6.395424, 0.246885], [-0.947178, 3.563555, -1.446693], [-2.212028, 4.806955, -0.587739], [-0.207607, 2.644441, 0.845838], [-0.944264, 4.131722, 1.746155], [-3.163942, 2.838303, -0.064160], [-3.124096, 3.218045, 1.857020], [-2.028314, 0.546583, 0.192743], [-1.361794, 0.984523, 1.900513], [-3.037736, -0.616342, 2.595700], [-3.489820, 1.800336, 3.518963], [-4.606937, 0.496752, 3.804130], [-4.868567, -1.449533, 1.397412], [-6.874948, -0.185759, 2.562534], [-6.159321, -1.731545, -0.343356], [-6.136281, -0.488940, -1.780469], [-5.588117, -2.860474, -2.287521], [-5.142739, -1.695433, -4.169331], [-4.306893, -0.356821, -3.037407], [-2.399041, -1.551250, -4.538128], [-2.273093, -2.081718, -2.674528], [-3.509730, -4.373139, -3.117959], [-2.069593, -4.241794, -4.334948], [-3.829250, -3.822122, -4.977757], [0.425052, -3.726672, -0.464603]],
  "forces_ev_per_a": [[2.28, -1.95, -0.59], [0.90, 0.01, 0.29], [-0.24, -0.27, 1.19], [-0.56, -0.43, 0.13], [0.80, 1.66, 0.78], [-2.22, 1.25, 0.42], [0.58, -1.00, 0.06], [1.35, 0.17, 0.07], [0.27, -0.18, -0.91], [0.79, 0.15, 0.80], [-1.71, 0.03, 0.36], [0.21, 0.32, -0.27], [-0.29, -0.89, 0.30], [0.22, 1.17, -0.73], [-0.45, 0.64, -0.60], [0.49, 0.12, -0.22], [0.23, -0.33, 0.81], [-0.71, 1.15, -0.21], [1.34, 0.20, 0.35], [0.31, 0.45, 0.69], [0.62, -0.35, 0.20], [1.63, -0.93, -0.74], [0.39, -2.01, 1.23], [-0.29, -0.81, -0.21], [-2.01, -1.04, 1.12], [-1.95, -0.63, -0.75], [-0.97, 1.47, -0.60], [1.55, 0.08, 0.00], [-0.71, -0.21, 0.58], [0.61, 0.09, -0.58], [-0.41, 1.87, 1.53], [0.01, -1.36, 2.41], [-0.05, 1.50, -2.21], [-0.95, -1.04, 1.67], [-1.76, 1.89, -0.68], [-1.97, -1.70, -0.29], [-0.52, 1.53, -2.04], [1.95, 1.49, -0.81], [-0.51, -1.56, -2.14], [0.90, -2.13, -1.31], [0.87, 0.52, 0.79], [1.25, -1.73, 1.21], [0.23, 0.96, 0.73], [-0.73, 0.28, -2.62], [0.58, -2.26, -0.02], [-0.12, 1.97, 1.46], [-1.56, 0.78, -1.90], [-1.63, -1.32, -1.30], [-1.45, 1.07, 1.87], [2.02, 1.43, 0.25], [0.39, -1.92, -1.77], [-0.02, 1.95, 1.60], [-1.73, -1.46, -0.41], [2.22, 1.05, 0.70], [-1.05, -0.52, 2.14], [-0.14, -1.83, 1.60], [-1.56, -0.28, -2.04], [1.55, -0.86, 1.95], [0.42, 2.17, -0.96], [-0.11, 0.76, -2.07], [-1.54, -2.08, 0.17], [-0.31, -1.36, 2.17], [0.56, -2.13, -1.47], [-0.57, 1.98, 1.73], [2.32, -0.99, -0.22], [-1.68, 1.30, -0.25], [-0.33, -1.57, -1.83], [0.91, -0.43, 2.16], [0.82, -1.53, -2.19], [-0.96, 0.93, 2.04], [-2.04, 0.21, -1.27], [-0.88, 1.46, -1.57], [-0.84, -1.02, -0.18], [0.71, 1.10, -0.56], [0.23, 2.37, -0.69], [1.00, 0.49, -1.28], [1.69, 1.34, -1.25], [1.58, -0.85, 1.89], [0.89, 0.83, 0.84], [1.37, 0.44, 1.62], [-0.07, -2.39, -0.87], [-0.97, -1.31, 1.61], [-1.12, 0.06, -1.94], [0.51, 1.49, -1.90], [-2.18, 1.11, 0.48], [1.51, -0.08, 2.17], [0.80, 1.45, 0.29]]
}